Entry 1:
DFT (wB97M-V/def2-TZVPD) results for 8 unconnected molecules or ions with the total composition C63H140N8O3 at a distorted geometry.

Results
net charge	+6
LUMO level	-10.9	eV
total energy	-85599.3961	eV
ΔE to the lowest compared entry with this formula, charge and spin	474.27	kJ/mol

Atoms and positions in Å:
1 N -0.841 -0.095 0.750
2 O -1.894 0.434 0.487
3 O -0.513 -1.000 -0.013
4 O -0.042 0.379 1.553
5 C 0.086 -12.194 -1.990
6 C -0.706 -10.875 -1.969
7 C 0.003 -9.628 -1.370
8 C -0.787 -8.373 -1.043
9 N 0.124 -7.290 -0.386
10 C -0.737 -5.982 -0.076
11 C 0.207 -4.830 -0.227
12 C 1.566 -5.377 -0.834
13 C 1.261 -6.752 -1.326
14 C 0.727 -7.758 0.927
15 H 0.158 -12.462 -0.936
16 H 1.112 -12.029 -2.320
17 H -0.363 -13.016 -2.547
18 H -1.541 -11.052 -1.290
19 H -1.140 -10.687 -2.951
20 H 0.813 -9.428 -2.072
21 H 0.427 -10.060 -0.463
22 H -1.538 -8.608 -0.288
23 H -1.190 -7.870 -1.922
24 H -1.206 -6.010 0.907
25 H -1.526 -6.080 -0.823
26 H 0.337 -4.267 0.697
27 H -0.213 -3.985 -0.772
28 H 2.371 -5.462 -0.104
29 H 1.805 -4.729 -1.677
30 H 2.024 -7.527 -1.387
31 H 0.800 -6.681 -2.311
32 H -0.094 -8.116 1.549
33 H 1.302 -7.017 1.483
34 H 1.488 -8.533 0.835
35 C -4.132 2.808 4.285
36 C -4.563 3.259 2.882
37 C -3.974 4.706 2.556
38 C -5.129 5.728 2.822
39 N -4.604 7.189 2.898
40 C -5.716 8.130 2.401
41 C -5.648 8.147 0.831
42 C -4.224 7.606 0.490
43 C -3.497 7.557 1.827
44 C -4.215 7.474 4.376
45 H -4.692 1.944 4.643
46 H -4.276 3.615 5.003
47 H -3.058 2.668 4.404
48 H -5.642 3.204 2.740
49 H -4.140 2.564 2.156
50 H -3.639 4.673 1.519
51 H -3.082 4.901 3.151
52 H -5.574 5.587 3.807
53 H -5.874 5.663 2.029
54 H -5.571 9.067 2.938
55 H -6.712 7.774 2.667
56 H -5.678 9.165 0.442
57 H -6.419 7.496 0.419
58 H -3.696 8.360 -0.093
59 H -4.172 6.587 0.104
60 H -3.203 8.539 2.198
61 H -2.718 6.795 1.830
62 H -3.631 6.630 4.742
63 H -5.195 7.509 4.852
64 H -3.568 8.351 4.403
65 C 1.607 -0.969 -2.542
66 C 1.958 -1.510 -4.001
67 C 2.335 -0.313 -4.891
68 C 3.891 -0.066 -4.855
69 N 4.355 1.132 -5.696
70 C 3.708 2.436 -5.285
71 C 4.741 3.578 -5.500
72 C 6.083 2.939 -5.821
73 C 5.850 1.449 -5.439
74 C 4.081 0.756 -7.170
75 H 1.055 -0.033 -2.632
76 H 2.559 -0.731 -2.068
77 H 1.066 -1.652 -1.887
78 H 1.107 -2.002 -4.470
79 H 2.781 -2.224 -3.968
80 H 1.834 0.595 -4.555
81 H 1.993 -0.460 -5.915
82 H 4.476 -0.973 -5.005
83 H 4.026 0.162 -3.798
84 H 2.848 2.597 -5.935
85 H 3.391 2.356 -4.245
86 H 4.309 4.286 -6.207
87 H 4.794 4.124 -4.559
88 H 6.264 3.010 -6.894
89 H 6.827 3.342 -5.133
90 H 6.495 0.759 -5.983
91 H 6.046 1.233 -4.389
92 H 4.674 1.348 -7.867
93 H 3.024 0.721 -7.433
94 H 4.409 -0.278 -7.277
95 C -5.082 -3.088 -0.185
96 C -4.111 -2.333 0.603
97 C -3.493 -3.144 1.739
98 C -2.143 -2.672 2.257
99 N -1.813 -2.983 3.693
100 C -2.902 -2.317 4.665
101 C -2.154 -1.244 5.440
102 C -0.794 -1.075 4.775
103 C -0.447 -2.397 4.063
104 C -1.813 -4.527 3.882
105 H -5.406 -2.471 -1.023
106 H -5.986 -3.176 0.418
107 H -4.789 -4.029 -0.652
108 H -4.527 -1.408 1.002
109 H -3.293 -2.078 -0.072
110 H -3.328 -4.162 1.386
111 H -4.206 -3.471 2.496
112 H -2.015 -1.589 2.273
113 H -1.322 -3.059 1.654
114 H -3.230 -3.142 5.297
115 H -3.706 -1.871 4.079
116 H -2.011 -1.490 6.492
117 H -2.833 -0.391 5.417
118 H 0.006 -0.720 5.425
119 H -0.870 -0.301 4.012
120 H 0.157 -3.080 4.659
121 H 0.134 -2.197 3.163
122 H -1.181 -4.982 3.120
123 H -2.857 -4.796 3.722
124 H -1.437 -4.731 4.885
125 C -1.871 -1.024 -7.932
126 C -0.800 -0.532 -6.877
127 C -1.487 0.355 -5.849
128 C -2.362 -0.454 -4.847
129 N -2.811 0.365 -3.620
130 C -3.856 -0.361 -2.760
131 C -4.578 0.669 -1.892
132 C -4.492 1.896 -2.769
133 C -3.470 1.708 -3.910
134 C -1.531 0.610 -2.782
135 H -2.727 -1.506 -7.461
136 H -1.364 -1.704 -8.617
137 H -2.382 -0.206 -8.440
138 H 0.093 -0.168 -7.386
139 H -0.467 -1.412 -6.327
140 H -2.054 1.126 -6.372
141 H -0.597 0.716 -5.333
142 H -1.888 -1.354 -4.455
143 H -3.302 -0.641 -5.366
144 H -3.335 -1.184 -2.272
145 H -4.523 -0.880 -3.448
146 H -4.105 0.705 -0.911
147 H -5.582 0.267 -1.758
148 H -4.064 2.673 -2.136
149 H -5.537 2.133 -2.970
150 H -2.783 2.554 -3.903
151 H -3.992 1.765 -4.865
152 H -1.200 -0.306 -2.294
153 H -1.803 1.290 -1.975
154 H -0.808 1.111 -3.426
155 C 6.475 -2.230 6.916
156 C 6.915 -2.786 5.479
157 C 6.137 -2.101 4.307
158 C 5.801 -0.584 4.332
159 N 4.843 -0.064 3.210
160 C 3.419 -0.693 3.373
161 C 3.198 -1.613 2.197
162 C 3.882 -0.831 1.088
163 C 5.232 -0.472 1.736
164 C 4.862 1.411 3.274
165 H 5.702 -2.899 7.294
166 H 6.092 -1.213 7.011
167 H 7.348 -2.142 7.562
168 H 6.808 -3.867 5.386
169 H 7.981 -2.568 5.408
170 H 5.228 -2.662 4.090
171 H 6.672 -2.407 3.408
172 H 6.685 0.035 4.486
173 H 5.343 -0.367 5.297
174 H 2.774 0.185 3.381
175 H 3.396 -1.145 4.365
176 H 2.177 -1.848 1.897
177 H 3.624 -2.596 2.394
178 H 3.207 0.018 0.979
179 H 3.915 -1.450 0.191
180 H 5.895 0.192 1.181
181 H 5.809 -1.397 1.737
182 H 4.630 1.598 4.323
183 H 4.169 1.868 2.568
184 H 5.793 1.977 3.244
185 C 0.461 2.994 4.186
186 C 1.747 3.713 3.677
187 C 1.821 3.726 2.136
188 C 0.800 4.593 1.537
189 N 0.715 4.486 -0.053
190 C -0.571 5.154 -0.518
191 C -0.153 6.637 -0.739
192 C 1.183 6.477 -1.400
193 C 1.777 5.202 -0.778
194 C 0.593 3.014 -0.520
195 H 0.426 2.880 5.270
196 H 0.254 1.978 3.851
197 H -0.316 3.720 3.946
198 H 2.536 3.037 4.005
199 H 1.809 4.687 4.163
200 H 1.740 2.695 1.793
201 H 2.798 4.047 1.773
202 H 1.045 5.641 1.709
203 H -0.213 4.324 1.838
204 H -0.869 4.693 -1.460
205 H -1.372 5.072 0.216
206 H -0.901 7.081 -1.395
207 H -0.161 7.223 0.180
208 H 0.920 6.321 -2.447
209 H 1.856 7.323 -1.258
210 H 2.273 4.568 -1.513
211 H 2.531 5.495 -0.048
212 H -0.249 2.580 0.019
213 H 1.618 2.657 -0.422
214 H 0.395 3.000 -1.592

=====

Entry 2:
DFT (wB97M-V/def2-TZVPD) results for a single C17H26N2O4 molecule.

Results
SMILES string	CCCCN(C)c1c(N2CCC(C(=O)OCC)CC2)c(=O)c1=O
LUMO level	0.6	eV
total energy	-29220.5618	eV
ΔE to the lowest compared entry with this formula, charge and spin	276.42	kJ/mol

Atoms and positions in Å:
1 C 0.059 -5.124 0.685
2 C -0.011 -4.094 1.805
3 C 0.660 -2.784 1.405
4 C 0.589 -1.752 2.535
5 N 1.114 -0.470 2.110
6 C 2.541 -0.288 2.163
7 C 0.258 0.402 1.562
8 C 0.275 1.549 0.747
9 N 1.125 2.191 -0.083
10 C 2.257 1.553 -0.720
11 C 1.810 0.729 -1.941
12 C 0.515 1.308 -2.521
13 C -0.696 0.631 -1.876
14 O -0.642 -0.440 -1.322
15 O -1.803 1.329 -2.059
16 C -3.030 0.786 -1.550
17 C -3.997 1.928 -1.306
18 C 0.491 2.833 -2.385
19 C 0.582 3.259 -0.906
20 C -1.127 1.848 1.063
21 O -1.855 2.810 0.908
22 C -1.199 0.522 1.762
23 O -2.071 -0.208 2.182
24 H 1.094 -5.356 0.440
25 H -0.427 -4.742 -0.210
26 H -0.438 -6.045 0.980
27 H 0.474 -4.494 2.700
28 H -1.056 -3.896 2.052
29 H 1.704 -2.976 1.141
30 H 0.158 -2.370 0.528
31 H -0.453 -1.620 2.827
32 H 1.159 -2.096 3.404
33 H 2.780 0.774 2.120
34 H 2.908 -0.682 3.113
35 H 3.059 -0.818 1.357
36 H 2.933 2.355 -1.032
37 H 2.784 0.920 -0.013
38 H 1.614 -0.303 -1.645
39 H 2.600 0.728 -2.691
40 H 0.444 1.050 -3.584
41 H -2.822 0.239 -0.625
42 H -3.419 0.081 -2.294
43 H -3.591 2.594 -0.548
44 H -4.944 1.530 -0.956
45 H -4.159 2.489 -2.223
46 H -0.423 3.229 -2.824
47 H 1.338 3.232 -2.946
48 H 1.241 4.129 -0.809
49 H -0.400 3.531 -0.521

=====

Entry 3:
DFT (wB97M-V/def2-TZVPD) results for a single C6H12O2 molecule at a distorted geometry.

Results
LUMO level	0.2	eV
total energy	-10508.7566	eV
ΔE to the lowest compared entry with this formula, charge and spin	342.56	kJ/mol

Atoms and positions in Å:
1 C 0.626 -0.034 0.459
2 C -0.632 0.324 -0.261
3 C 1.359 -0.406 -0.950
4 C 0.597 -1.245 1.381
5 C -1.808 -0.568 -0.188
6 C -0.803 1.738 -0.672
7 O 0.326 -0.758 -1.751
8 O 1.188 1.092 1.140
9 H 2.090 1.225 0.816
10 H 1.818 0.568 -1.223
11 H 2.157 -1.163 -0.815
12 H -0.046 -1.073 2.248
13 H 1.609 -1.441 1.742
14 H 0.250 -2.134 0.851
15 H -1.482 -1.524 -0.625
16 H -0.986 2.348 0.222
17 H -2.659 -0.190 -0.754
18 H -2.098 -0.746 0.853
19 H 0.126 2.122 -1.104
20 H -1.632 1.864 -1.368

=====

Entry 4:
DFT (wB97M-V/def2-TZVPD) results for a molecular structure, C46H56AsCrN4O.

Results
net charge	+1
LUMO level (alpha / beta)	-3.1 / -3.2	eV
total energy	-145876.1677	eV
ΔE to the lowest compared entry with this formula, charge and spin	0.00	kJ/mol
spin multiplicity	5

Atoms and positions in Å:
1 Cr 0.945 -0.773 0.878
2 C 2.632 -0.060 -0.512
3 C 2.836 -1.429 -0.027
4 C 2.425 -2.244 -1.194
5 C 2.026 -1.388 -2.210
6 C 2.151 -0.037 -1.804
7 C 1.948 1.194 -2.658
8 C 0.898 0.933 -3.739
9 C 3.295 1.504 -3.336
10 C 1.532 2.415 -1.839
11 C 2.327 -3.762 -1.339
12 C 1.621 -4.145 -2.646
13 C 1.540 -4.397 -0.190
14 C 3.722 -4.399 -1.416
15 C 4.048 -1.615 0.924
16 C 5.340 -1.622 0.098
17 C 3.992 -2.861 1.808
18 C 4.152 -0.423 1.894
19 H 2.945 0.819 0.037
20 H 1.609 -1.715 -3.150
21 H 1.208 0.125 -4.403
22 H 0.746 1.825 -4.350
23 H -0.069 0.656 -3.309
24 H 3.642 0.655 -3.927
25 H 4.060 1.732 -2.592
26 H 3.193 2.365 -4.001
27 H 0.548 2.287 -1.382
28 H 1.478 3.294 -2.484
29 H 2.250 2.636 -1.047
30 H 0.612 -3.733 -2.716
31 H 1.538 -5.231 -2.710
32 H 2.176 -3.804 -3.520
33 H 0.487 -4.092 -0.196
34 H 1.946 -4.121 0.777
35 H 1.558 -5.486 -0.271
36 H 4.290 -3.973 -2.245
37 H 3.626 -5.474 -1.589
38 H 4.307 -4.266 -0.511
39 H 5.413 -2.484 -0.562
40 H 6.212 -1.634 0.758
41 H 5.398 -0.727 -0.524
42 H 3.943 -3.796 1.259
43 H 3.120 -2.824 2.476
44 H 4.878 -2.912 2.445
45 H 4.457 0.500 1.403
46 H 4.899 -0.643 2.659
47 H 3.212 -0.232 2.426
48 C -7.474 7.993 -5.417
49 O -6.928 8.104 -4.111
50 C -6.170 7.088 -3.650
51 C -5.884 5.931 -4.371
52 C -5.089 4.952 -3.794
53 C -4.575 5.103 -2.512
54 C -4.866 6.272 -1.805
55 C -5.654 7.253 -2.363
56 C -3.727 4.091 -1.885
57 N -2.970 4.276 -0.833
58 C -2.355 3.073 -0.613
59 C -2.751 2.139 -1.544
60 N -3.635 2.800 -2.358
61 C -2.255 0.803 -1.564
62 C -2.624 -0.194 -2.479
63 C -2.040 -1.431 -2.411
64 C -1.062 -1.661 -1.432
65 N -0.703 -0.739 -0.564
66 C -1.295 0.477 -0.586
67 C -0.893 1.437 0.416
68 N 0.016 1.044 1.339
69 C 0.400 1.907 2.265
70 C -0.083 3.215 2.335
71 C -0.997 3.635 1.399
72 C -1.422 2.735 0.409
73 H -8.042 8.904 -5.579
74 H -8.139 7.130 -5.492
75 H -6.684 7.921 -6.168
76 H -6.258 5.786 -5.373
77 H -4.860 4.082 -4.399
78 H -4.466 6.404 -0.809
79 H -5.886 8.162 -1.826
80 H -4.167 2.424 -3.122
81 H -3.372 0.013 -3.234
82 H -2.300 -2.223 -3.098
83 H -0.559 -2.613 -1.363
84 H 1.136 1.554 2.983
85 H 0.278 3.865 3.118
86 H -1.395 4.641 1.400
87 C -1.256 -1.078 3.875
88 As 0.490 -1.691 3.267
89 C 1.600 -1.241 4.794
90 C 0.328 -3.637 3.428
91 C -0.010 -4.125 4.803
92 C 1.002 -4.441 5.707
93 C 0.697 -4.870 6.990
94 C -0.628 -4.987 7.386
95 C -1.643 -4.680 6.493
96 C -1.335 -4.251 5.209
97 H -1.473 -1.470 4.868
98 H -2.002 -1.435 3.164
99 H -1.283 0.010 3.897
100 H 1.092 -1.508 5.718
101 H 1.830 -0.176 4.784
102 H 2.531 -1.804 4.717
103 H 1.279 -4.050 3.084
104 H -0.426 -3.935 2.697
105 H 2.039 -4.367 5.401
106 H 1.495 -5.120 7.676
107 H -0.869 -5.326 8.385
108 H -2.678 -4.782 6.791
109 H -2.137 -4.026 4.514

=====

Entry 5:
DFT (wB97M-V/def2-TZVPD) results for 2 unconnected molecules or ions with the total composition C5H7NO.

Results
LUMO level	0.4	eV
total energy	-8831.4169	eV
ΔE to the lowest compared entry with this formula, charge and spin	461.77	kJ/mol

Atoms and positions in Å:
1 C -1.989 -0.207 -0.360
2 C -0.508 0.048 -0.417
3 C 0.495 -0.792 -0.847
4 C 1.678 -0.199 -0.297
5 N 2.112 -0.683 0.873
6 O 1.478 1.182 -0.203
7 C 0.157 1.141 0.243
8 H -2.409 0.183 0.577
9 H -2.516 0.288 -1.187
10 H -2.219 -1.278 -0.409
11 H 0.390 -1.836 -1.126
12 H 2.763 -0.015 1.299
13 H 0.876 0.063 1.397
14 H -0.308 2.106 0.457

=====

Entry 6:
DFT (wB97M-V/def2-TZVPD) results for 4 unconnected molecules or ions with the total composition C15H36ClNO2 at a distorted geometry.

Results
LUMO level	0.1	eV
total energy	-34239.2175	eV
ΔE to the lowest compared entry with this formula, charge and spin	88.15	kJ/mol

Atoms and positions in Å:
1 C -9.596 -31.519 42.645
2 C -9.197 -32.162 41.268
3 C -10.592 -32.405 40.448
4 C -11.376 -31.133 40.141
5 N -12.684 -31.463 39.342
6 C -13.487 -32.586 39.887
7 C -13.043 -33.864 39.291
8 C -12.769 -33.403 37.879
9 C -12.418 -31.926 37.978
10 C -13.523 -30.204 39.590
11 C -12.862 -28.911 39.168
12 C -13.867 -27.721 39.001
13 H -9.552 -30.451 42.561
14 H -8.889 -31.619 43.322
15 H -10.520 -31.885 43.284
16 H -8.788 -33.019 41.579
17 H -8.518 -31.455 40.819
18 H -11.100 -33.044 41.041
19 H -10.247 -32.885 39.592
20 H -10.723 -30.338 39.578
21 H -11.555 -30.707 41.219
22 H -14.558 -32.418 39.682
23 H -13.538 -32.476 41.094
24 H -13.930 -34.503 39.369
25 H -12.238 -34.306 39.811
26 H -13.670 -33.503 37.211
27 H -11.968 -33.915 37.328
28 H -12.836 -31.269 37.162
29 H -11.521 -31.779 37.785
30 H -13.890 -30.173 40.545
31 H -14.498 -30.151 39.223
32 H -12.411 -28.971 38.333
33 H -11.927 -28.733 39.927
34 H -13.334 -26.820 38.789
35 H -14.443 -27.336 39.876
36 H -14.546 -27.957 38.227
37 Cl -15.631 -31.455 42.750
38 C -18.450 -27.976 40.329
39 C -17.569 -28.412 41.491
40 O -18.169 -29.573 41.870
41 H -18.212 -26.897 40.096
42 H -19.372 -27.591 40.554
43 H -18.472 -28.686 39.643
44 H -17.715 -27.596 42.069
45 H -16.513 -28.479 41.165
46 H -17.468 -30.137 42.374
47 C -11.910 -34.061 45.489
48 C -13.042 -33.277 45.042
49 O -12.957 -32.716 43.675
50 H -12.109 -34.592 46.281
51 H -11.078 -33.387 45.499
52 H -11.568 -34.693 44.687
53 H -13.240 -32.564 45.666
54 H -13.955 -33.889 44.760
55 H -13.752 -32.172 43.583